(1)
Formula: C12H38BrHfO18P4
Source: the OMol25 dataset
Level of theory: ωB97M-V/def2-TZVPD

Each line ends with the Mulliken charge.
CARTESIAN COORDINATES (ANGSTROEM)
Hf  0.17  -0.36  -0.04  0.917
Br  -0.26  -2.25  1.87  -0.623
O  2.25  -0.50  -0.01  -0.643
H  2.86  -1.10  0.43  0.160
O  -1.50  0.91  0.42  -0.548
H  -2.02  1.68  0.63  0.051
C  -4.27  -0.69  -2.67  -0.650
O  -4.21  -0.81  -1.23  -0.309
P  -3.19  -1.82  -0.59  -0.034
O  -1.79  -1.42  -0.77  1.032
O  -3.69  -2.01  0.87  -0.350
C  -3.81  -0.89  1.79  -0.664
O  -3.42  -3.21  -1.27  -0.282
C  -4.58  -4.03  -1.06  -0.846
H  -5.18  -0.15  -2.90  0.266
H  -4.29  -1.66  -3.16  0.301
H  -3.41  -0.11  -3.00  0.220
H  -4.81  -0.98  2.21  0.330
H  -3.75  0.05  1.26  0.187
H  -3.04  -0.98  2.54  0.231
H  -5.00  -3.82  -0.08  0.366
H  -4.22  -5.06  -1.03  0.257
H  -5.28  -3.93  -1.89  0.271
C  -0.42  -4.97  -0.50  -0.244
O  0.56  -4.74  -1.55  -0.313
P  0.79  -3.37  -2.19  -0.332
O  0.64  -2.20  -1.33  0.807
O  2.22  -3.60  -2.74  -0.279
C  2.78  -2.81  -3.78  -0.690
O  -0.16  -3.26  -3.44  -0.060
C  -0.14  -4.28  -4.46  -0.869
H  -0.70  -6.02  -0.61  0.336
H  -1.32  -4.38  -0.65  -0.110
H  -0.05  -4.71  0.48  0.211
H  2.59  -3.24  -4.76  0.269
H  3.85  -2.72  -3.59  0.290
H  2.47  -1.76  -3.71  0.277
H  0.63  -5.03  -4.31  0.399
H  0.07  -3.79  -5.41  0.275
H  -1.10  -4.79  -4.52  0.253
C  2.18  0.93  5.56  -0.699
O  1.89  0.48  4.22  -0.234
P  1.56  1.39  2.99  0.298
O  0.80  0.69  1.98  1.489
O  0.80  2.63  3.59  -0.396
C  -0.63  2.53  3.70  -0.666
O  2.92  1.95  2.48  -0.246
C  3.56  3.09  3.08  -0.862
H  2.46  1.99  5.56  0.329
H  3.04  0.36  5.90  0.290
H  1.33  0.73  6.19  0.261
H  -0.95  1.51  3.91  0.338
H  -1.09  2.90  2.79  0.139
H  -0.91  3.14  4.55  0.337
H  4.26  2.75  3.84  0.281
H  2.82  3.76  3.52  0.386
H  4.05  3.63  2.27  0.274
C  1.87  5.46  0.68  -0.853
O  1.43  4.08  0.66  0.048
P  1.33  3.28  -0.69  -0.881
O  0.85  1.92  -0.47  0.897
O  2.74  3.40  -1.34  -0.289
C  3.75  2.45  -0.97  -0.472
O  0.47  4.16  -1.65  -0.321
C  -0.94  3.92  -1.73  -0.525
H  2.64  5.52  1.43  0.257
H  1.05  6.11  0.97  0.259
H  2.21  5.78  -0.30  0.375
H  4.69  2.99  -0.91  0.279
H  3.82  1.68  -1.74  0.270
H  3.59  2.01  0.01  0.101
H  -1.43  4.89  -1.74  0.307
H  -1.30  3.29  -0.92  0.115
H  -1.16  3.41  -2.67  0.253

Properties
- Charge: +1
- LUMO: -2.04 eV
- Kohn-Sham gap: 8.96 eV

***

(2)
Formula: C12H38CoO8V
Source: the OMol25 dataset
Level of theory: ωB97M-V/def2-TZVPD

Each line ends with the Mulliken spin population.
CARTESIAN COORDINATES (ANGSTROEM)
Co  -0.20  -0.98  1.98  2.838
V  -0.12  -1.65  -1.07  2.920
O  0.29  -0.04  0.29  0.040
H  0.70  0.77  0.66  0.013
O  -1.26  -2.16  0.74  0.059
H  -1.48  -3.10  0.84  0.011
C  3.51  -0.89  -2.94  -0.002
C  2.16  -1.06  -3.53  0.010
O  1.28  -0.42  -2.51  0.009
H  3.42  -1.02  -1.86  0.003
H  3.83  0.10  -3.26  0.000
H  4.24  -1.67  -3.17  0.001
H  1.90  -2.11  -3.64  -0.003
H  1.87  -0.54  -4.44  0.003
H  1.69  0.42  -2.28  0.003
C  -3.69  1.90  3.00  0.002
C  -3.31  0.60  2.22  0.006
O  -1.91  0.47  1.98  0.029
H  -4.76  1.93  3.17  0.000
H  -3.33  2.75  2.41  0.000
H  -3.12  1.71  3.91  0.000
H  -3.88  0.61  1.28  0.000
H  -3.68  -0.26  2.78  0.000
H  -1.74  1.07  1.25  -0.008
C  -2.50  -1.95  -3.64  0.010
C  -2.79  -0.56  -2.99  -0.008
O  -1.88  -0.42  -1.92  0.024
H  -3.20  -2.21  -4.44  0.000
H  -2.66  -2.76  -2.93  0.000
H  -1.52  -2.14  -4.07  0.003
H  -3.79  -0.29  -2.64  0.000
H  -2.55  0.17  -3.76  -0.001
H  -2.02  0.43  -1.48  0.000
C  1.46  2.94  3.58  0.002
C  0.44  1.85  3.76  -0.002
O  0.73  0.57  3.23  0.013
H  1.26  3.76  4.27  0.000
H  1.61  3.42  2.61  0.000
H  2.42  2.66  4.01  0.000
H  -0.49  2.21  3.33  0.000
H  0.16  1.58  4.78  0.001
H  1.64  0.40  3.48  0.001
C  3.46  -4.32  0.42  0.002
C  2.04  -3.91  -0.05  0.004
O  1.83  -2.53  0.00  -0.005
H  3.53  -5.39  0.22  0.000
H  3.63  -4.22  1.49  0.000
H  4.23  -3.73  -0.08  0.000
H  1.21  -4.47  0.38  0.005
H  1.85  -4.28  -1.06  0.011
H  1.92  -2.25  0.91  0.010
C  0.41  3.70  -0.33  0.001
C  -0.91  3.26  -0.95  -0.001
O  -1.36  2.03  -0.29  -0.004
H  1.23  3.00  -0.50  -0.001
H  0.30  3.89  0.74  0.000
H  0.78  4.56  -0.89  0.000
H  -0.69  3.01  -1.99  0.000
H  -1.61  4.08  -0.82  0.000
H  -0.57  1.50  -0.14  0.003

Properties
- 2S+1: 7
- Charge: +2
- LUMO (alpha / beta): -6.68 / -7.24 eV
- Kohn-Sham gap (alpha / beta): 8.46 / 8.73 eV

***

(3)
Formula: C12H38O10
Source: the OMol25 dataset
Level of theory: ωB97M-V/def2-TZVPD

Each line ends with the natural charge from an NBO analysis.
CARTESIAN COORDINATES (ANGSTROEM)
O  4.84  -0.57  0.50  -0.970
H  5.52  0.07  0.28  0.463
H  4.05  -0.30  0.01  0.493
O  -2.69  2.19  0.65  -0.950
H  -2.19  2.88  1.10  0.465
H  -2.55  1.41  1.20  0.483
C  0.50  5.50  1.24  -0.094
C  0.35  6.26  2.51  -0.092
O  -0.47  7.42  2.37  -0.713
O  1.31  6.22  0.31  -0.720
H  -0.49  5.33  0.80  0.152
H  0.98  4.54  1.42  0.186
H  1.31  6.61  2.88  0.193
H  -0.06  5.63  3.32  0.160
H  -1.19  7.22  1.76  0.456
H  0.75  6.74  -0.27  0.471
C  -2.10  -2.14  -2.73  -0.096
C  -3.07  -2.91  -3.58  -0.087
O  -4.31  -2.24  -3.79  -0.713
O  -1.66  -0.95  -3.40  -0.740
H  -1.23  -2.78  -2.60  0.181
H  -2.52  -1.87  -1.76  0.172
H  -3.27  -3.85  -3.05  0.181
H  -2.59  -3.15  -4.54  0.166
H  -4.09  -1.35  -4.07  0.464
H  -2.12  -0.19  -3.03  0.473
C  3.54  -3.63  -0.92  -0.090
C  2.83  -3.67  -2.25  -0.091
O  1.89  -4.76  -2.23  -0.739
O  4.13  -4.87  -0.60  -0.713
H  2.77  -3.42  -0.16  0.160
H  4.29  -2.85  -0.89  0.203
H  3.54  -3.86  -3.06  0.168
H  2.26  -2.75  -2.42  0.160
H  2.00  -5.28  -3.04  0.474
H  3.72  -5.54  -1.16  0.467
C  0.49  -0.20  -0.59  -0.644
C  1.49  0.83  -1.06  0.090
C  1.67  1.94  -0.06  -0.635
O  2.77  0.16  -1.23  -0.750
H  -0.47  0.16  -0.22  0.221
H  0.93  -0.80  0.21  0.216
H  0.32  -0.93  -1.39  0.212
H  1.24  1.22  -2.05  0.171
H  0.91  2.72  -0.17  0.218
H  2.63  2.45  -0.07  0.232
H  1.50  1.56  0.95  0.205
H  2.63  -0.42  -1.99  0.473
C  -2.41  -1.78  4.17  -0.633
C  -2.10  -1.01  2.91  0.086
C  -3.23  -1.13  1.91  -0.634
O  -1.96  0.39  3.25  -0.744
H  -1.71  -1.57  4.98  0.209
H  -2.43  -2.86  4.06  0.216
H  -3.39  -1.47  4.55  0.215
H  -1.18  -1.33  2.42  0.166
H  -3.54  -2.17  1.80  0.222
H  -2.92  -0.81  0.91  0.203
H  -4.09  -0.51  2.16  0.226
H  -1.14  0.46  3.76  0.471

Properties
- ΔE to the lowest compared entry with this formula, charge and spin: 0.00 kJ/mol
- Charge: 0
- LUMO: 0.22 eV
- Kohn-Sham gap: 10.32 eV

***

| no. | electronic energy (a.u.) |
| --- | --- |
| 1 | -5822.1973 |
| 2 | -3408.1222 |
| 3 | -1232.3265 |